[1]
The following is a DFT calculation (the ωB97M-V functional and the def2-TZVPD basis) of a cluster of 7 separate species, H14O7 in total.

The geometry in XYZ format:
```
21
Properties=species:S:1:pos:R:3:forces:R:3:mulliken_charge:R:1
O -1.36472 0.75176 2.74133 -0.414 -0.529 0.723 -0.724
H -1.53783 -0.08807 3.22263 0.538 0.892 -0.599 0.323
H -0.47741 0.72105 2.34462 -0.029 -0.230 0.175 0.359
O 2.13993 -1.83746 0.54443 -0.702 1.527 1.094 -0.626
H 2.93196 -2.30737 0.45758 1.771 -1.038 -0.210 0.296
H 1.54216 -2.15910 -0.10937 -0.917 -0.789 -0.897 0.385
O -2.09807 -0.31905 0.26317 -1.603 0.408 -0.108 -0.631
H -1.47794 -0.02155 0.92210 0.772 -0.015 0.405 0.420
H -2.87553 0.18415 0.59878 0.533 -0.648 -0.669 0.302
O 0.62841 0.38114 0.84003 0.747 -0.175 1.361 -0.655
H 0.40644 0.47363 -0.07280 -0.537 0.318 -0.644 0.346
H 1.39044 -0.22105 0.85579 -0.127 -0.013 0.222 0.380
O -0.15095 3.27656 -0.35163 -0.942 -0.852 1.560 -0.604
H 0.09250 3.97701 -0.91143 0.701 1.029 -1.216 0.281
H 0.20260 2.43195 -0.63559 0.211 0.208 -0.109 0.346
O 0.09244 0.83356 -1.69216 0.323 -1.260 0.045 -0.737
H 0.12541 1.48544 -2.36844 -0.183 0.936 -1.018 0.291
H 0.82883 0.24106 -1.89549 0.029 0.059 -0.156 0.326
O 0.20306 -2.64577 -1.36465 0.430 -0.704 -0.185 -0.675
H -0.31955 -3.29740 -1.83766 0.154 -0.445 0.103 0.305
H -0.28220 -1.86048 -1.55124 -0.756 1.321 0.122 0.291
```
Positions in Å, forces in eV/Å.

Values from the calculation:
ΔE to the lowest compared entry with this formula, charge and spin = 1.792 eV
Structure (SMILES) = O.O.O.O.O.O.O
LUMO level = 0.1 eV
Energy = -535.05799 hartree

[2]
The following is a DFT calculation (the ωB97M-V functional and the def2-TZVPD basis) of a structure of composition C26H42BrN3O11S.

The geometry in XYZ format:
```
84
Properties=species:S:1:pos:R:3:forces:R:3:mulliken_charge:R:1
C 1.12538 -0.74533 -1.95943 -0.098 0.435 0.073 -1.361
C 0.65169 0.60641 -2.49070 -0.134 -0.516 0.848 0.486
O -0.65306 0.85476 -1.95330 0.018 -0.022 -0.430 -0.248
C -1.36424 1.87699 -2.63554 -0.158 -0.208 0.465 -1.573
C -2.76212 1.36149 -2.86152 0.232 0.216 -0.445 0.896
C -3.62084 1.39119 -1.72262 -0.783 -0.553 -0.527 -1.008
C -4.90373 0.91289 -1.75254 0.482 0.258 0.424 0.522
C -5.73212 0.95250 -0.49435 0.176 0.065 -0.424 -0.896
O -5.74343 -0.30834 0.19124 0.093 -0.087 0.063 -0.159
N -6.65364 -1.20195 -0.39753 -0.158 0.221 -0.079 0.237
O -6.54521 -2.26540 0.06266 0.060 -0.058 0.137 -0.391
C -5.36275 0.37752 -2.98874 -0.438 -0.070 0.114 0.764
N -6.57175 -0.14228 -3.23073 -0.218 0.070 0.236 -0.628
S -6.59268 -0.60350 -4.75459 0.369 0.084 -0.202 0.162
N -5.10535 -0.18504 -5.21577 -0.473 -0.129 0.008 -0.619
C -4.53382 0.35193 -4.14090 0.777 0.113 -0.133 1.018
C -3.20034 0.85828 -4.05646 0.048 0.133 0.293 -0.376
Br -2.11819 0.79591 -5.60249 -0.097 -0.025 0.151 -0.142
H 0.30078 -1.29420 -1.51902 -0.185 -0.065 -0.074 0.373
H 1.52945 -1.35588 -2.75543 0.210 -0.158 -0.018 0.363
H 1.86262 -0.59831 -1.17359 0.217 -0.156 0.029 0.299
H 0.62767 0.60522 -3.57561 -0.042 0.229 -0.161 0.381
H 1.30852 1.39015 -2.11666 0.182 0.257 -0.375 -0.317
H -1.41674 2.74980 -1.97826 -0.004 0.193 -0.085 0.322
H -0.88169 2.17022 -3.56021 0.133 -0.014 -0.168 0.674
H -3.21524 1.78533 -0.80489 0.046 0.098 0.164 0.361
H -5.23878 1.64042 0.17981 -0.002 0.016 0.317 0.441
H -6.73820 1.32638 -0.66643 -0.211 -0.250 -0.085 0.366
O 0.61450 -3.86404 -2.37578 0.007 -0.017 -0.059 -0.527
C 0.21826 -4.53987 -1.46734 0.175 -0.152 0.055 0.835
O -0.45862 -3.94404 -0.46791 -0.168 0.189 -0.060 -0.357
C -1.13673 -4.67167 0.56121 -0.017 -0.158 0.234 -0.550
C -0.21197 -5.03388 1.70504 -0.017 -0.006 -0.265 -0.777
C 0.52416 -6.01745 -1.37984 -0.343 -0.126 -0.135 -1.134
H -1.64606 -5.54210 0.14426 0.050 -0.007 -0.031 0.367
H -1.91554 -3.99683 0.91411 0.018 0.074 -0.086 0.345
H 0.58968 -5.69700 1.38097 -0.025 -0.057 0.035 0.210
H -0.76408 -5.53089 2.50258 0.001 0.013 0.017 0.412
H 0.25688 -4.14166 2.10856 -0.006 0.050 0.028 0.207
H 1.50263 -6.14410 -0.91888 0.007 0.002 0.030 0.265
H 0.55748 -6.41477 -2.39100 0.141 0.087 -0.028 0.347
H -0.21191 -6.59287 -0.82381 0.094 0.032 0.115 0.340
O 2.31964 2.86674 -4.02129 -0.126 0.099 -0.149 -0.587
C 3.24233 3.31599 -3.39873 0.203 -0.212 0.044 0.863
O 3.35928 4.64851 -3.26810 -0.204 0.095 -0.003 -0.384
C 4.29213 5.23287 -2.35179 0.250 0.183 0.162 0.235
C 5.66861 5.39510 -2.96144 -0.017 -0.113 -0.158 -1.115
C 4.30237 2.41462 -2.80373 -0.112 0.021 0.380 -0.870
H 4.31224 4.66833 -1.42179 0.092 0.001 -0.002 -0.206
H 3.88695 6.21408 -2.10901 -0.141 -0.025 -0.101 0.354
H 6.10396 4.43372 -3.23396 0.030 -0.011 0.079 0.276
H 6.33888 5.88847 -2.25780 -0.019 0.004 0.020 0.370
H 5.60933 5.99385 -3.87073 -0.010 0.053 0.034 0.322
H 5.05069 2.20619 -3.56692 0.017 -0.003 -0.016 0.354
H 3.82607 1.47843 -2.51853 -0.019 -0.045 -0.197 0.096
H 4.79138 2.81941 -1.91978 0.090 0.021 -0.102 0.333
O 1.31270 -4.54741 4.25894 0.104 -0.071 0.116 -0.550
C 0.67717 -3.84840 4.99743 -0.112 0.163 -0.135 0.790
O -0.01891 -4.42330 5.99646 0.112 -0.189 0.105 -0.360
C -0.66187 -3.67618 7.03204 -0.180 0.118 0.086 -0.408
C -2.04852 -3.22190 6.62576 0.011 0.004 -0.150 -0.944
C 0.56916 -2.35679 4.77842 0.262 0.115 0.271 -1.053
H -0.03244 -2.84647 7.35692 -0.001 0.016 -0.054 0.359
H -0.73091 -4.36377 7.87308 0.054 -0.073 -0.048 0.319
H -2.01631 -2.54295 5.77339 0.017 0.055 0.043 0.267
H -2.53922 -2.71010 7.45381 0.005 -0.010 0.015 0.353
H -2.65471 -4.07995 6.33605 -0.001 -0.021 0.058 0.293
H -0.22760 -2.16660 4.05935 -0.023 -0.004 0.004 0.260
H 1.51012 -2.00908 4.35975 -0.034 -0.082 -0.140 0.325
H 0.38040 -1.78493 5.68373 -0.142 -0.015 -0.044 0.374
O 4.56888 3.58324 0.73101 -0.001 0.178 -0.043 -0.613
C 3.40061 3.38431 0.93498 -0.013 -0.493 0.127 0.813
O 2.63910 4.38152 1.41153 0.101 0.290 -0.124 -0.389
C 1.21276 4.29872 1.50042 -0.226 -0.064 0.091 -0.218
C 0.76350 3.63611 2.78564 0.128 -0.085 0.051 -0.989
C 2.79539 2.01148 0.73959 -0.220 0.130 -0.373 -0.832
H 0.79921 3.81211 0.61597 0.042 -0.053 0.010 0.184
H 0.87020 5.33162 1.47819 0.103 0.040 -0.015 0.350
H 1.10538 2.60276 2.84618 -0.058 -0.023 -0.051 0.236
H -0.32433 3.64258 2.85569 -0.006 0.016 -0.012 0.372
H 1.17337 4.16647 3.64507 -0.036 0.052 -0.012 0.318
H 2.96218 1.42471 1.64179 -0.002 -0.004 0.020 0.340
H 3.30674 1.53082 -0.09076 0.140 -0.029 0.108 0.184
H 1.73320 2.01911 0.50466 -0.019 -0.033 0.141 0.251
```
Positions in Å, forces in eV/Å.

Values from the calculation:
LUMO level = -0.7 eV
Energy = -4979.91631 hartree